[1]
Entry from the Open Molecules 2025 dataset: 5 unconnected molecules or ions with the total composition C24H26BrF33O7Si in a non-equilibrium geometry (wB97M-V/def2-TZVPD).

Values from the calculation:
**HOMO**: -9.986 eV
**Strongest force on any atom**: 0.043 Eh/bohr
**E**: -7615.927296 Ha
**2S+1**: 1
**Net charge**: 0
**SMILES**: FC(F)C(F)(F)COC(F)(F)C(F)F.FC(F)C(F)(F)COC(F)(F)C(F)F.FC(F)C(F)(F)COC(F)(F)C(F)F.FC(F)C(F)(F)COC(F)(F)C(F)F.OCCOCOC[Si@@H](F)Br

Geometry as XYZ:
```
92
C24H26BrF33O7Si wB97M-V/def2-TZVPD
O 3.104 -0.134 -1.318
C 4.008 -1.101 -1.886
C 3.343 -2.007 -3.007
O 2.918 -3.287 -2.549
C 1.796 -3.226 -1.702
O 1.039 -2.031 -1.818
C -0.318 -2.188 -1.416
Si -1.392 -0.885 -2.327
F -0.557 0.587 -2.338
Br -1.689 -1.496 -4.505
H 2.408 0.056 -1.961
H 4.794 -0.501 -2.438
H 4.560 -1.698 -1.125
H 4.177 -2.212 -3.735
H 2.577 -1.447 -3.607
H 2.047 -3.398 -0.611
H 1.127 -4.091 -1.984
H -0.443 -1.981 -0.326
H -0.774 -3.183 -1.656
H -2.682 -0.728 -1.676
C 5.538 3.070 -2.075
C 5.142 4.378 -2.805
C 5.297 4.440 -4.335
F 6.532 4.175 -4.780
F 4.995 5.688 -4.773
F 5.789 5.406 -2.213
F 3.817 4.571 -2.550
O 6.867 2.955 -1.515
C 7.967 2.622 -2.321
C 8.952 3.789 -2.520
F 8.351 4.923 -2.915
F 9.867 3.475 -3.465
F 7.529 2.086 -3.473
F 8.617 1.631 -1.682
H 4.893 3.013 -1.197
H 5.280 2.185 -2.661
H 4.606 3.743 -4.818
H 9.476 4.005 -1.585
C 1.345 0.621 2.514
C -0.034 0.087 2.053
C -0.813 0.896 0.995
F -1.039 2.167 1.343
F -2.039 0.337 0.783
F -0.794 -0.137 3.150
F 0.197 -1.140 1.503
O 1.449 1.429 3.707
C 1.166 2.805 3.676
C -0.126 3.176 4.427
F -1.180 2.424 4.064
F -0.456 4.464 4.185
F 1.191 3.236 2.404
F 2.195 3.416 4.288
H 1.918 -0.270 2.777
H 1.897 1.072 1.688
H -0.283 0.896 0.037
H 0.012 3.048 5.504
C -0.874 -4.268 2.905
C -2.185 -4.215 2.080
C -3.410 -3.524 2.707
F -3.784 -4.025 3.890
F -4.478 -3.659 1.881
F -2.484 -5.467 1.672
F -1.895 -3.510 0.948
O -0.557 -5.434 3.698
C -1.112 -5.614 4.976
C -2.136 -6.763 5.037
F -3.071 -6.685 4.076
F -2.784 -6.750 6.223
F -1.592 -4.441 5.421
F -0.088 -5.923 5.792
H -0.074 -4.259 2.162
H -0.726 -3.353 3.482
H -3.221 -2.454 2.835
H -1.631 -7.726 4.926
C -7.568 1.032 -0.202
C -8.039 2.319 -0.925
C -8.062 2.327 -2.465
F -6.888 2.038 -3.040
F -8.409 3.561 -2.907
F -7.327 3.361 -0.445
F -9.326 2.529 -0.529
O -6.194 0.898 0.230
C -5.189 0.503 -0.666
C -4.199 1.635 -1.007
F -4.812 2.767 -1.385
F -3.385 1.264 -2.033
F -5.753 -0.061 -1.748
F -4.508 -0.486 -0.055
H -8.116 1.023 0.741
H -7.899 0.133 -0.725
H -8.807 1.619 -2.839
H -3.580 1.873 -0.141
```


[2]
Entry from the Open Molecules 2025 dataset: a molecular structure, C24H26ClN3Os in a non-equilibrium geometry (wB97M-V/def2-TZVPD).

Values from the calculation:
**ΔE to the lowest compared entry with this formula, charge and spin**: 0.000 eV
**HOMO (alpha / beta)**: -10.596 / -14.885 eV
**Strongest force on any atom**: 0.116 Eh/bohr
**E**: -1644.457292 Ha
**2S+1**: 5
**Net charge**: +2

Geometry as XYZ:
```
55
C24H26ClN3Os wB97M-V/def2-TZVPD
C 3.913 -0.081 -5.422
C 3.010 -0.052 -6.659
C 4.842 1.137 -5.426
C 4.738 -1.372 -5.405
Cl 2.887 -0.025 -3.941
H 5.479 1.120 -6.319
H 5.494 1.138 -4.546
H 4.267 2.069 -5.439
H 3.622 -0.081 -7.569
H 2.410 0.863 -6.686
H 2.337 -0.916 -6.677
H 5.375 -1.420 -6.296
H 4.089 -2.253 -5.405
H 5.387 -1.412 -4.523
C -1.607 1.989 -0.188
C -0.201 2.271 -0.017
C 0.497 1.555 -1.047
H 0.239 3.001 0.660
C -0.449 0.668 -1.668
C -1.754 1.086 -1.255
H -2.691 0.795 -1.731
H -2.404 2.463 0.397
H 1.495 1.787 -1.398
H -0.214 -0.072 -2.434
C 1.100 -1.746 0.968
C 1.304 -0.893 2.083
C 2.052 0.239 1.659
H 0.958 -1.064 3.095
C 2.321 0.073 0.274
C 1.753 -1.162 -0.149
H 1.821 -1.573 -1.154
H 0.519 -2.658 0.961
H 2.337 1.090 2.266
H 2.891 0.763 -0.343
Os 0.275 0.148 0.526
N -7.358 -2.288 8.286
C -6.661 -1.972 7.398
C -5.781 -1.563 6.329
C -4.593 -2.271 6.089
C -3.733 -1.836 5.076
C -3.979 -0.627 4.419
C -5.194 0.050 4.618
C -6.117 -0.440 5.553
N -2.930 -0.023 3.646
C -2.431 1.278 3.823
C -1.468 1.467 2.884
N -1.300 0.304 2.156
C -2.163 -0.593 2.656
H -4.339 -3.150 6.686
H -2.823 -2.381 4.853
H -5.437 0.941 4.036
H -7.093 0.042 5.689
H -2.793 1.951 4.577
H -0.892 2.360 2.711
H -2.357 -1.609 2.306
```


[3]
Entry from the Open Molecules 2025 dataset: a molecular structure, C24H26CuN4Si in a non-equilibrium geometry (wB97M-V/def2-TZVPD).

Values from the calculation:
**ΔE to the lowest compared entry with this formula, charge and spin**: 5.571 eV
**HOMO (alpha / beta)**: -4.382 / -4.953 eV
**Strongest force on any atom**: 0.061 Eh/bohr
**E**: -3078.840943 Ha
**2S+1**: 2
**Net charge**: 0

Geometry as XYZ:
```
56
C24H26CuN4Si wB97M-V/def2-TZVPD
C -0.886 -2.802 -2.049
C 0.068 -1.766 -2.219
C 1.097 -1.901 -1.143
H 0.164 -1.060 -3.046
C 0.670 -3.095 -0.380
C -0.496 -3.607 -0.939
H -0.988 -4.543 -0.669
H -1.733 -2.990 -2.711
H 2.147 -1.579 -1.259
H 1.267 -3.540 0.411
Cu -0.753 -0.737 -0.674
C -1.428 3.483 2.019
H -0.661 2.960 1.353
H -1.957 3.711 1.039
H -1.829 4.522 2.256
Si 1.126 -0.038 -0.198
C 1.670 1.451 -1.220
C 2.006 1.305 -2.583
H 1.896 0.334 -3.077
C 2.589 2.373 -3.278
H 2.934 2.217 -4.301
C 2.780 3.610 -2.655
H 3.288 4.418 -3.181
C 2.363 3.796 -1.332
H 2.509 4.760 -0.837
C 1.819 2.724 -0.612
H 1.562 2.867 0.443
C 2.220 -0.201 1.288
C 3.349 0.628 1.529
H 3.452 1.575 0.995
C 4.387 0.199 2.365
H 5.283 0.818 2.478
C 4.295 -1.046 3.002
H 5.144 -1.427 3.569
C 3.122 -1.807 2.902
H 3.033 -2.763 3.430
C 2.078 -1.369 2.078
H 1.182 -1.988 1.973
H -0.529 3.951 2.538
H -1.933 2.762 2.597
N -4.825 -0.857 -1.208
C -4.765 -0.534 -2.556
C -3.448 -0.255 -2.827
N -2.705 -0.373 -1.669
C -3.559 -0.758 -0.705
C -3.132 -1.087 0.635
N -1.838 -1.049 0.984
C -1.764 -1.427 2.307
C -3.022 -1.677 2.771
N -3.886 -1.467 1.706
H -5.628 -1.166 -0.664
H -5.638 -0.538 -3.181
H -3.006 0.014 -3.775
H -0.828 -1.475 2.832
H -3.362 -1.973 3.740
H -4.898 -1.585 1.706
```


[4]
Entry from the Open Molecules 2025 dataset: a molecular structure, C24H26F10N5O3Pt (wB97M-V/def2-TZVPD).

Values from the calculation:
**ΔE to the lowest compared entry with this formula, charge and spin**: 0.158 eV
**HOMO (alpha / beta)**: -10.381 / -11.493 eV
**Strongest force on any atom**: 0.017 Eh/bohr
**E**: -2547.242733 Ha
**2S+1**: 5
**Net charge**: +1

Geometry as XYZ:
```
69
C24H26F10N5O3Pt wB97M-V/def2-TZVPD
Pt -0.192 -0.065 -0.076
C -1.813 2.417 0.952
N -1.056 1.269 1.478
C 0.127 1.763 2.210
C 1.257 0.755 2.380
N 1.505 0.013 1.141
C 2.587 -0.813 1.069
C 2.840 -1.489 -0.150
F 2.005 -1.358 -1.175
C 3.934 -2.303 -0.343
F 4.128 -2.891 -1.518
C 4.835 -2.508 0.691
F 5.882 -3.291 0.517
C 4.623 -1.886 1.914
F 5.476 -2.085 2.906
C 3.531 -1.062 2.096
F 3.406 -0.506 3.302
C -1.997 0.413 2.231
C -1.478 -0.958 2.632
N -0.855 -1.640 1.511
C -0.879 -2.971 1.402
C -1.240 -3.892 2.433
F -1.516 -3.452 3.660
C -1.253 -5.250 2.235
F -1.572 -6.069 3.225
C -0.911 -5.776 0.990
F -0.921 -7.079 0.804
C -0.542 -4.926 -0.046
F -0.212 -5.431 -1.224
C -0.522 -3.566 0.159
F -0.162 -2.804 -0.864
H -2.250 2.992 1.775
H -1.147 3.069 0.391
H -2.606 2.046 0.308
H 0.520 2.589 1.616
H -0.165 2.168 3.185
H 2.148 1.321 2.660
H 1.076 0.056 3.199
H -2.336 0.942 3.130
H -2.848 0.267 1.569
H -0.765 -0.908 3.460
H -2.342 -1.508 3.005
N -0.477 1.339 -1.815
C -1.743 1.233 -2.570
C -2.017 -0.203 -2.969
C -2.420 -1.108 -1.805
O -2.910 -2.199 -1.994
O -2.205 -0.608 -0.607
H -0.291 2.292 -1.525
H 0.323 1.115 -2.404
H -1.686 1.875 -3.453
H -2.552 1.599 -1.941
H -1.132 -0.636 -3.450
H -2.812 -0.248 -3.715
C 2.549 -0.304 -3.976
N 3.638 0.361 -3.283
C 4.986 0.123 -3.780
C 3.396 1.166 -2.224
C 4.595 1.782 -1.544
O 2.262 1.380 -1.788
H 2.799 -1.353 -4.132
H 2.354 0.159 -4.946
H 1.652 -0.253 -3.369
H 4.917 -0.491 -4.674
H 5.598 -0.411 -3.051
H 5.487 1.050 -4.054
H 5.286 2.247 -2.245
H 5.157 1.021 -0.999
H 4.232 2.527 -0.843
```


> Which of these has the lowest E?

C24H26BrF33O7Si